Entry 1:
61
Properties=species:S:1:pos:R:3:lowdin_charge:R:1 method="wB97M-V/def2-TZVPD" homo_energy_ev=-7.4384 charge=0 de_lowest_kj_mol=25.1 homo_lumo_gap_ev=6.87
Fe -0.397 0.303 -0.017 0.029
C -3.103 -2.502 4.022 -0.404
S -2.959 -2.882 2.263 0.837
C -2.039 -1.536 1.626 -1.115
S -1.707 -1.614 -0.045 0.667
N -1.655 -0.606 2.475 -0.053
N -0.935 0.361 1.857 -0.156
C -0.604 1.399 2.540 -0.081
C 0.118 2.426 1.821 -0.259
C 0.502 3.633 2.396 -0.010
C 1.150 4.567 1.608 -0.055
C 1.394 4.275 0.274 -0.042
C 0.994 3.046 -0.224 -0.085
N 0.376 2.142 0.527 0.035
H -3.341 -3.438 4.523 0.028
H -3.892 -1.776 4.204 0.032
H -2.159 -2.114 4.392 0.023
H -0.886 1.513 3.579 0.132
H 0.287 3.828 3.438 0.116
H 1.457 5.516 2.028 0.110
H 1.889 4.982 -0.377 0.108
H 1.164 2.758 -1.255 0.121
O -0.563 1.474 -3.913 -0.004
C -0.683 1.184 -2.715 -0.506
N 0.116 0.451 -1.939 -0.041
C 1.245 -0.153 -2.635 -0.173
C 1.100 -1.649 -2.814 -0.258
C 0.988 -2.196 -4.090 -0.010
C 0.827 -3.564 -4.229 -0.066
C 0.778 -4.349 -3.088 -0.067
C 0.908 -3.721 -1.860 -0.149
N 1.076 -2.410 -1.720 0.062
C -1.899 1.679 -1.968 -0.159
C -2.871 2.433 -2.605 0.013
C -3.988 2.822 -1.889 -0.049
C -4.101 2.435 -0.562 -0.047
C -3.087 1.681 0.002 -0.097
N -2.002 1.322 -0.685 0.026
H 1.323 0.297 -3.626 0.104
H 2.181 0.056 -2.101 0.094
H 1.003 -1.544 -4.953 0.115
H 0.732 -4.009 -5.211 0.105
H 0.642 -5.420 -3.142 0.100
H 0.872 -4.297 -0.941 0.107
H -2.717 2.676 -3.646 0.120
H -4.767 3.408 -2.359 0.109
H -4.964 2.701 0.032 0.106
H -3.146 1.339 1.025 0.109
C 3.032 0.234 2.464 -0.311
Sb 1.932 -0.776 0.923 1.400
C 1.371 -2.477 2.084 -0.300
C 3.660 -1.602 -0.019 -0.307
H 3.653 -0.497 2.982 0.005
H 2.360 0.702 3.182 -0.008
H 3.671 1.004 2.032 0.003
H 2.246 -3.075 2.337 0.008
H 0.659 -3.077 1.519 -0.012
H 0.886 -2.135 2.998 0.002
H 4.331 -1.970 0.756 0.006
H 4.179 -0.844 -0.605 0.004
H 3.363 -2.416 -0.675 -0.010

***

Entry 2:
7
Properties=species:S:1:pos:R:3:lowdin_charge:R:1 method="wB97M-V/def2-TZVPD" homo_energy_ev=-9.9683 charge=0 de_lowest_kj_mol=300.3 homo_lumo_gap_ev=9.66
C 0.474 -0.836 -0.331 -0.434
C -0.516 0.050 0.285 -0.807
O 1.385 -1.293 0.342 0.024
Br -2.253 -0.190 0.008 0.785
H 0.252 -1.206 -1.368 0.122
H 0.001 0.278 1.275 0.086
H 0.070 1.474 -0.428 0.226

***

Entry 3:
50
Properties=species:S:1:pos:R:3:lowdin_charge:R:1 method="wB97M-V/def2-TZVPD" spin_multiplicity=3 homo_energy_ev="-5.3865 / -6.9658" charge=0 homo_lumo_gap_ev="5.56 / 7.16"
Ti 0.122 -0.121 0.009 0.050
S 2.581 -0.017 -0.112 0.585
C 2.881 -0.303 -1.832 -0.658
C 4.190 -0.580 -2.261 -0.129
C 4.498 -0.815 -3.586 -0.093
C 3.509 -0.789 -4.566 -0.104
C 2.212 -0.514 -4.180 -0.124
C 1.904 -0.263 -2.841 -0.525
S 0.187 0.049 -2.479 0.927
C 0.065 1.880 -2.478 -0.328
C -0.187 2.568 -1.152 -0.285
C -0.517 3.896 -1.133 -0.026
C -0.674 4.579 0.075 -0.030
C -0.428 3.872 1.247 -0.020
C -0.078 2.546 1.201 -0.292
C 0.351 1.810 2.424 -0.341
S -0.140 0.030 2.478 0.926
C -1.908 0.060 2.718 -0.516
C -2.353 0.169 4.039 -0.122
C -3.700 0.197 4.334 -0.101
C -4.613 0.102 3.285 -0.091
C -4.176 -0.020 1.982 -0.128
C -2.811 -0.049 1.648 -0.656
S -2.368 -0.228 -0.053 0.573
N -0.011 1.851 0.009 -0.065
H 4.972 -0.613 -1.512 0.095
H 5.525 -1.028 -3.861 0.101
H 3.746 -0.981 -5.604 0.097
H 1.418 -0.489 -4.917 0.098
H -0.733 2.137 -3.173 0.085
H 1.006 2.220 -2.912 0.103
H -0.648 4.414 -2.076 0.120
H -0.946 5.624 0.096 0.109
H -0.494 4.359 2.213 0.118
H -0.013 2.296 3.327 0.089
H 1.440 1.741 2.477 0.088
H -1.621 0.233 4.836 0.100
H -4.038 0.285 5.358 0.098
H -5.677 0.121 3.490 0.102
H -4.896 -0.093 1.177 0.095
C -0.052 -4.267 1.478 -0.243
S -0.930 -3.067 0.515 0.858
C -1.319 -4.054 -0.892 -0.239
O 0.230 -2.167 0.006 -0.689
H -0.732 -5.082 1.727 0.063
H 0.274 -3.771 2.391 0.060
H 0.809 -4.622 0.911 0.070
H -1.952 -4.884 -0.578 0.065
H -0.385 -4.402 -1.331 0.072
H -1.864 -3.414 -1.585 0.061

***

Entry 4:
19
Properties=species:S:1:pos:R:3:lowdin_charge:R:1 method="wB97M-V/def2-TZVPD" spin_multiplicity=3 homo_energy_ev="-10.1550 / -14.6392" charge=+1 de_lowest_kj_mol=5.7 homo_lumo_gap_ev="7.18 / 9.44"
C 0.552 0.780 1.225 -0.145
C 1.645 0.972 0.223 -0.484
C -0.381 0.416 0.098 -0.318
C -1.220 1.392 -0.641 -0.019
C -0.934 -1.982 0.409 0.015
N -0.311 -0.933 -0.431 -0.016
S 2.610 -0.393 -0.263 0.859
H 0.739 0.010 1.967 0.117
H 0.263 1.705 1.714 0.130
H 1.774 1.913 -0.273 0.077
H -1.422 2.253 -0.013 0.098
H -2.178 0.935 -0.885 0.094
H -0.783 1.749 -1.578 0.101
H -2.012 -1.834 0.451 0.112
H -0.719 -2.963 -0.009 0.110
H -0.529 -1.930 1.415 0.101
H -0.757 -0.954 -1.356 0.185
H 0.725 -1.177 -0.563 0.061
H 2.938 0.039 -1.488 -0.079

***

Entry 5:
19
Properties=species:S:1:pos:R:3:lowdin_charge:R:1 method="wB97M-V/def2-TZVPD" homo_energy_ev=-9.9575 charge=0 smiles=CC1(C)OC1(C)C de_lowest_kj_mol=88.9 homo_lumo_gap_ev=10.92
C 0.398 -1.753 0.811 -0.011
C -0.405 -0.533 0.399 -0.477
C -1.795 -0.842 -0.128 -0.018
O -0.401 0.614 1.257 0.015
C 0.285 0.711 0.006 -0.489
C 1.781 0.881 0.175 -0.015
C -0.291 1.598 -1.080 -0.012
H -0.243 -2.491 1.303 0.079
H 1.209 -1.503 1.498 0.077
H 0.833 -2.234 -0.075 0.094
H -1.802 -1.127 -1.186 0.091
H -2.430 0.037 0.005 0.083
H -2.240 -1.661 0.448 0.080
H 2.339 0.526 -0.698 0.090
H 2.006 1.946 0.311 0.087
H 2.131 0.355 1.064 0.075
H -0.071 2.654 -0.891 0.086
H -1.370 1.490 -1.195 0.072
H 0.178 1.331 -2.036 0.092

***

The records above yield max |F| values of 0.0158, 0.1459, 0.0756, 0.0741, 0.0055 hartree/bohr, respectively.